1.
Below is a cluster of 2 separate species, C6H12N in total, with properties calculated with the ωB97M-V functional and the def2-TZVPD basis.

Values from the calculation:
- LUMO energy (alpha / beta) (eV) = -3.8 / -4.8
- Kohn-Sham gap (alpha / beta) (eV) = 8.5 / 6.5
- total charge = +1
- energy relative to the best compared isomer or geometry (same formula, charge and spin) (kcal/mol) = 164.1
- DFT total energy (eV) = -7892.94617
- 2S+1 = 1

```
19
C6H12N the ωB97M-V functional and the def2-TZVPD basis
H -3.630 1.655 -0.617
H -0.546 0.312 -0.786
H 4.018 0.944 0.098
H 2.264 -0.887 -1.423
C -0.064 -0.098 0.026
C 1.086 -0.380 0.475
C 3.545 -0.030 0.244
C -2.952 -1.374 -0.099
H 4.144 -0.897 0.017
H -2.113 -1.929 0.057
C -2.704 -0.079 -0.068
H -3.919 -1.793 -0.128
H 2.051 0.680 -1.027
H 1.432 -0.740 1.513
H -3.212 1.483 1.049
H 3.199 0.045 1.259
N 2.301 -0.174 -0.597
H -2.037 1.928 -0.065
C -2.861 1.333 0.072
```


2.
Below is a structure of composition C34H39IrN3O2S3SbSe4Si, with properties calculated with the ωB97M-V functional and the def2-TZVPD basis.

Values from the calculation:
- LUMO energy (alpha / beta) (eV) = 3.6 / 3.2
- Kohn-Sham gap (alpha / beta) (eV) = 5.3 / 4.9
- total charge = -2
- energy relative to the best compared isomer or geometry (same formula, charge and spin) (kcal/mol) = 30.2
- DFT total energy (eV) = -355603.81958
- 2S+1 = 5

```
88
C34H39IrN3O2S3SbSe4Si the ωB97M-V functional and the def2-TZVPD basis
C 0.368 -4.536 -1.619
H 1.353 -1.529 0.386
C -3.282 5.741 -1.688
H 2.168 -0.350 1.959
Se -1.759 2.333 2.308
C -3.875 -5.275 1.653
C -0.920 -1.058 2.810
C 1.025 -1.895 4.189
H -5.410 -4.124 0.693
S 3.179 4.618 -0.691
C -1.667 -0.703 -0.929
H 2.884 6.743 0.479
H -1.817 -1.386 2.281
H 0.761 -2.702 1.544
H -2.633 5.975 -0.836
C -2.758 3.328 -1.650
H 0.404 -1.393 -2.845
H -0.622 -3.120 3.451
H -2.763 6.004 -2.613
H 2.253 -4.914 -4.411
H -0.034 -5.131 -0.807
C 2.088 2.213 -2.725
H 0.733 0.189 4.590
H -1.080 -1.977 4.707
H 1.205 -2.196 5.223
H -4.443 4.128 -1.076
C -3.455 -3.363 0.256
H 4.021 3.158 -2.909
C 0.608 -2.455 -2.759
C 1.272 -0.049 2.505
H -0.799 2.913 -1.859
H -1.208 -0.156 3.353
C 3.114 2.441 -4.792
C 1.651 -4.429 -3.652
H 1.182 1.037 2.409
C 0.817 4.124 0.108
H 1.775 -2.481 -4.556
C 1.743 2.150 -1.234
H 1.672 -2.520 3.563
C 1.134 5.422 0.593
H 3.877 2.741 -5.497
H -1.380 -0.395 -1.938
Se -4.400 -0.604 3.893
Se -1.736 0.848 6.423
C -1.630 -4.506 1.282
O 0.462 1.648 -1.160
H 5.385 -0.157 1.337
C 1.382 -3.070 -3.734
H -3.843 -2.556 -0.353
Se -2.557 4.360 1.672
H -2.133 -6.187 2.515
C -2.079 -3.468 0.459
Si -0.874 -2.235 -0.321
C 1.967 1.794 -5.148
H 2.420 -0.225 4.310
C 4.585 0.076 0.652
H 1.654 1.505 -6.138
H -0.122 3.627 0.290
Sb -3.543 1.395 4.913
C 0.470 -1.815 0.961
H -1.191 4.565 -2.094
C -0.453 -2.106 3.822
C -2.510 -5.403 1.869
H 2.336 -0.564 -1.724
H -2.758 -0.732 -0.894
C 3.978 -0.752 -0.245
H 4.247 -1.790 -0.381
C 1.824 3.547 -0.602
H 1.334 -6.226 -2.520
N -1.507 3.611 -2.108
H -4.167 6.373 -1.627
N 0.110 -0.677 1.823
H -4.569 -5.956 2.130
C 2.947 -0.099 -0.965
S 0.972 1.477 -3.794
Ir -1.007 0.869 0.346
H -0.570 -4.611 1.488
C 2.778 1.207 -0.604
O -3.083 2.223 -1.250
N -3.698 4.355 -1.718
C 0.089 -3.168 -1.675
C 2.384 5.819 0.238
C 1.397 -0.431 3.981
S 3.897 1.641 0.624
C 1.137 -5.162 -2.591
H 0.456 6.013 1.192
C -4.346 -4.250 0.846
C 3.183 2.679 -3.394
```


3.
Below is a structure of composition C26H32N8O9V, with properties calculated with the ωB97M-V functional and the def2-TZVPD basis.

Values from the calculation:
- LUMO energy (eV) = -12.5
- Kohn-Sham gap (eV) = 5.1
- total charge = +3
- energy relative to the best compared isomer or geometry (same formula, charge and spin) (kcal/mol) = 25.0
- DFT total energy (eV) = -83487.62778
- 2S+1 = 1

```
76
C26H32N8O9V the ωB97M-V functional and the def2-TZVPD basis
C -4.312 0.082 -0.896
H -5.021 -0.733 -0.843
C -3.062 -0.126 -1.423
C -0.024 3.023 -3.295
C -0.765 2.003 -4.119
H -1.200 3.659 -0.293
H 1.614 -2.411 2.896
H -1.886 -0.311 -4.468
C 0.793 -1.871 0.493
C 1.111 2.535 3.326
O -0.276 -2.063 0.997
C 3.266 -2.344 -0.088
C -4.639 1.355 -0.431
C -1.440 3.194 -1.249
C -2.581 -1.408 -2.010
N -0.200 2.634 -1.865
H 0.599 2.980 -1.319
H -3.963 3.394 -0.189
O 1.415 2.656 0.484
H 0.307 -4.089 -0.923
H 0.759 0.707 -3.842
O -1.838 -0.426 5.918
C 2.498 -2.283 2.268
H 0.492 -1.925 -3.370
H 1.043 3.006 -3.523
C -0.521 0.784 2.894
H -2.995 -1.513 -3.015
H 2.452 -0.111 2.006
H -0.742 -2.047 -1.423
N -1.632 -0.384 4.734
C -2.487 2.139 -1.076
C 3.098 -0.890 2.424
C -0.673 0.638 4.251
C 0.909 2.340 4.671
H -1.834 3.983 -1.891
H -0.375 -0.618 -5.312
C 0.381 1.741 2.434
O 2.386 4.027 5.144
C 0.025 1.399 5.169
O 1.512 2.945 6.797
H -0.579 2.129 -5.186
H -1.093 0.147 2.233
N -1.088 -1.359 -2.087
N 1.674 3.176 5.626
C 1.262 -4.568 -0.667
H 3.982 -1.000 -1.585
N 3.158 -1.234 -1.034
C -3.720 2.397 -0.533
H -0.115 1.269 6.235
C 0.615 1.939 1.013
H -5.614 1.534 0.007
O -2.146 -1.090 3.887
H 2.664 -4.684 0.973
C 1.752 -4.146 0.717
H -1.078 -2.579 -3.829
H -1.842 2.042 -3.951
C 2.073 -2.642 0.820
N -2.153 0.880 -1.491
H 3.223 -3.038 2.572
H 1.008 -4.374 1.480
H 1.817 3.282 2.989
H 3.241 -0.660 3.479
O 1.713 0.259 -2.101
H -2.900 -2.276 -1.434
N -0.241 0.700 -3.641
C -0.570 -1.692 -3.448
C -0.820 -0.488 -4.325
C 2.008 -0.647 -1.222
H 1.082 -5.640 -0.693
H -0.383 4.037 -3.464
H 1.996 -4.349 -1.447
O -0.215 1.172 0.178
O 4.288 -2.941 -0.068
N 0.902 -0.924 -0.538
H 4.078 -0.814 1.949
V -0.173 0.516 -1.457
```


4.
Below is a cluster of 2 separate species, C6H12 in total, with properties calculated with the ωB97M-V functional and the def2-TZVPD basis.

Values from the calculation:
- LUMO energy (eV) = 1.0
- Kohn-Sham gap (eV) = 9.9
- SMILES = CC1(C)C=CC1.[H][H]
- energy relative to the best compared isomer or geometry (same formula, charge and spin) (kcal/mol) = 82.3
- DFT total energy (eV) = -6413.37318
- 2S+1 = 1

```
18
C6H12 the ωB97M-V functional and the def2-TZVPD basis
H -0.691 3.247 0.097
H 1.619 -0.903 1.456
H -1.004 1.302 1.204
C -0.144 -0.058 -1.425
H -1.155 -0.273 -1.797
H -0.777 -2.555 0.148
H -0.346 3.062 0.733
H 2.053 0.029 0.019
C -0.103 1.328 -0.858
H -2.016 -1.316 0.473
H 0.604 -0.380 -2.154
H 0.280 2.246 -1.276
C -0.434 0.904 0.376
C 1.425 -0.792 0.384
C -0.966 -1.590 0.623
H -0.800 -1.697 1.703
C -0.054 -0.517 0.078
H 1.745 -1.708 -0.124
```


5.
Below is a cluster of 14 separate species, C42H112O42S14 in total, with properties calculated with the ωB97M-V functional and the def2-TZVPD basis.

Values from the calculation:
- LUMO energy (eV) = 0.1
- Kohn-Sham gap (eV) = 10.4
- energy relative to the best compared isomer or geometry (same formula, charge and spin) (kcal/mol) = 190.6
- DFT total energy (eV) = -283044.29397
- 2S+1 = 1

```
210
C42H112O42S14 the ωB97M-V functional and the def2-TZVPD basis
C -0.673 4.552 3.555
H 5.532 -1.284 -3.742
O 3.652 -3.807 -3.231
S 3.491 -5.247 3.078
H -2.063 -0.490 2.062
C -8.212 1.743 1.449
C 0.415 1.847 6.082
C -0.070 -4.843 3.176
H -1.459 -3.220 -0.632
C -7.294 2.745 0.712
O -3.650 3.085 0.337
C 4.503 -6.426 3.985
O 4.436 -2.480 -0.680
H -1.909 -3.293 -5.488
H -3.546 -2.832 -6.162
H -3.337 5.554 -0.767
O 1.545 0.149 -5.334
C -4.034 8.557 -2.327
H -4.630 3.320 3.299
C 4.531 -0.214 7.541
O 4.071 3.989 -1.117
C -4.572 4.166 2.615
O -4.175 3.616 -5.126
H 6.218 -2.588 4.445
O -1.610 -5.298 -2.935
C -2.450 5.330 -1.358
H -1.652 4.114 3.750
O 6.756 -2.099 -1.585
H 1.661 -1.735 -3.103
H -1.299 -1.425 3.678
H 0.793 0.046 -1.782
O -5.037 5.104 -6.901
H 3.489 1.766 -6.170
H 1.997 -2.340 -4.793
H -2.033 4.340 -1.177
H 2.709 -0.804 2.520
H -2.548 -2.692 6.161
H 7.008 -5.285 -0.007
H 1.538 -3.386 3.639
H 4.128 -0.307 4.641
O -3.055 -0.922 4.594
H -5.415 4.831 2.797
H 5.033 5.343 0.013
O -5.431 4.856 0.164
H -2.966 -3.911 0.052
H -0.099 2.615 2.954
H 5.193 0.599 7.248
C 5.454 -2.035 4.989
S -1.215 6.565 -0.669
H -3.588 4.631 2.654
O -3.974 -4.769 -2.345
S -4.863 3.679 0.815
O 1.417 0.911 3.804
H 1.060 3.869 2.362
C 5.452 -6.473 -0.981
H -2.417 -3.507 4.637
O -5.058 -1.711 -0.116
H 4.935 -5.959 4.869
H -0.844 5.284 2.765
C -0.632 1.520 -1.147
H 2.564 -6.068 -0.657
H 6.407 -3.436 -3.238
H -4.315 7.512 -2.190
C -2.981 -3.204 -5.308
H -6.086 5.277 -3.503
H -0.315 5.094 4.431
H 0.898 -4.118 5.001
O -2.282 -2.895 -2.754
H -6.644 -0.740 -1.029
C 6.775 -3.373 -2.214
H -3.824 2.252 -6.543
C -5.606 5.739 -4.365
H 4.223 3.161 1.289
C -1.936 -2.754 5.260
H 0.148 -5.382 2.254
S 0.861 -1.463 1.027
O -0.037 6.479 -1.520
C -2.838 1.636 -4.630
C -2.078 -4.112 -0.546
C 0.433 3.537 3.188
H 3.355 5.815 -0.245
O 3.158 -5.815 1.778
H 3.934 6.057 -2.751
O -2.077 7.965 -0.865
H 4.940 -0.949 3.315
C 2.512 2.206 -6.368
O -5.950 2.423 0.960
H 6.026 -7.090 -1.674
C 0.626 -0.655 -4.662
H 3.849 -0.854 -3.244
H 6.200 -4.114 -1.656
H -4.407 9.013 -3.243
H -1.543 -4.992 -0.192
H 0.526 -2.678 -3.986
H -9.177 1.868 0.955
S 3.712 -5.121 -2.614
C 6.184 -5.967 0.206
H -1.084 -0.665 5.187
H 4.247 -2.559 -3.389
C 4.660 -1.578 -3.161
H -6.280 6.490 -4.777
C 2.493 -5.145 -1.232
H 0.185 -0.075 -3.850
C 4.640 6.149 -1.925
C 4.218 5.339 -0.711
H -1.870 2.128 -4.735
H -5.295 1.310 -1.441
C -3.033 0.006 2.098
C 8.200 -3.906 -2.031
H -2.567 0.619 -4.912
H 5.470 5.579 -2.345
C 1.275 -1.895 -4.110
H 0.020 0.834 6.147
C -5.765 -0.550 -0.411
H 4.106 -0.135 8.542
H -8.318 2.094 2.475
H 6.623 -6.879 0.614
H 2.681 2.457 1.697
O 5.317 -0.137 -0.848
H -7.948 0.689 1.374
H -4.583 -0.138 -2.179
H 4.059 1.539 0.729
H -4.436 9.024 -1.428
H -2.590 5.557 -2.414
H -0.678 1.851 -2.185
O 5.135 -5.274 -1.711
O 1.174 0.244 -7.773
H -2.150 7.619 -3.049
O 5.999 -1.796 6.327
H -7.488 -4.320 -0.734
C -3.088 -2.440 -3.959
C -2.442 8.292 -2.243
H 2.369 2.875 -5.519
H 3.135 -0.586 0.804
H 4.975 7.166 -1.723
H -6.089 -0.017 0.483
H 3.071 -2.275 1.557
H -6.975 -2.905 -1.724
C -1.714 -1.401 4.686
H 4.634 -7.184 -0.856
S 1.053 1.097 -6.572
H -7.598 2.866 -0.327
H 8.986 -3.266 -2.432
H 3.888 -7.275 4.281
C 3.481 2.433 0.959
H -2.829 -1.415 -4.229
O 1.591 3.932 -0.390
O 3.039 1.951 5.475
C 0.043 0.111 -0.994
H -1.652 1.451 -0.769
H 1.020 2.000 6.976
C -6.648 -3.711 -1.068
S 5.225 -1.503 -1.370
H 3.662 -0.220 6.883
H 5.595 -5.480 0.983
S -3.306 0.551 3.811
O -0.157 1.821 -6.140
H -0.888 -4.134 3.049
O 1.367 3.436 4.255
C 5.100 -0.715 4.369
S 1.758 1.899 4.803
O -4.788 -3.755 0.977
O 5.909 -1.998 8.896
C -3.977 2.260 -5.463
O 2.761 2.041 -1.599
S -5.917 -2.976 0.440
H -0.154 2.348 -0.624
O -1.089 6.337 0.794
H -0.748 -0.638 -1.030
H 8.462 -4.117 -0.994
H 2.441 2.932 -7.178
C -4.798 0.363 -1.235
S 5.103 -1.992 7.700
H -0.139 -0.925 -5.391
O 2.146 -5.359 4.133
O 3.976 -2.865 7.466
O -6.707 3.575 -5.513
O 0.764 -2.538 0.037
C 2.681 -1.259 1.530
O -4.717 0.891 3.992
H -3.844 0.459 -0.717
H -4.113 -2.152 -3.717
O -7.092 -2.525 1.269
H -1.901 9.223 -2.412
H -0.510 -5.541 3.890
H -1.040 -3.256 5.625
H -3.003 1.730 -3.557
H -3.353 -4.219 -5.170
H -0.247 2.664 5.802
S -5.484 4.402 -5.659
H 4.539 -2.625 4.920
H -4.599 6.066 -4.113
H 5.962 -0.048 4.348
O -2.217 1.440 4.181
O 3.657 -6.365 -3.360
H -6.024 -4.432 -1.596
S -2.566 -4.402 -2.257
O 0.623 0.037 0.307
H 8.318 -4.875 -2.518
H -7.490 3.673 1.250
O 0.023 -1.514 2.250
H 1.448 -5.160 -1.541
H -4.841 1.618 -5.291
C 1.136 -4.347 3.962
H 5.360 -6.813 3.435
O 4.094 -3.921 3.244
H -3.843 -0.664 1.814
H 2.618 -4.254 -0.618
S 2.771 3.093 -0.605
H -3.056 0.953 1.559
```


6.
Below is a cluster of 2 separate species, C4H5BrF2 in total, with properties calculated with the ωB97M-V functional and the def2-TZVPD basis.

Values from the calculation:
- LUMO energy (eV) = 0.3
- Kohn-Sham gap (eV) = 9.9
- energy relative to the best compared isomer or geometry (same formula, charge and spin) (kcal/mol) = 73.3
- DFT total energy (eV) = -79702.88793
- 2S+1 = 1

```
12
C4H5BrF2 the ωB97M-V functional and the def2-TZVPD basis
H 0.391 0.995 -1.341
C 0.890 -1.046 0.713
H -1.460 0.092 0.796
C -0.511 0.666 0.555
H 1.390 -1.016 1.641
F -0.245 -1.734 -1.183
H -0.326 2.533 -0.551
C -0.502 1.441 -0.754
H -1.427 1.340 -1.343
C 0.606 -1.917 -0.214
Br -0.009 1.805 2.005
F 1.202 -3.161 -0.324
```


7.
Below is a cluster of 2 separate species, C3H5FO in total, with properties calculated with the ωB97M-V functional and the def2-TZVPD basis.

Values from the calculation:
- LUMO energy (alpha / beta) (eV) = 0.1 / -0.2
- Kohn-Sham gap (alpha / beta) (eV) = 9.2 / 8.9
- energy relative to the best compared isomer or geometry (same formula, charge and spin) (kcal/mol) = 106.2
- DFT total energy (eV) = -7951.90363
- 2S+1 = 1

```
10
C3H5FO the ωB97M-V functional and the def2-TZVPD basis
H -1.207 1.674 0.730
O 1.389 0.500 0.058
H 1.265 -1.241 1.375
F 0.600 -0.537 -1.822
C 1.376 -0.959 0.354
C -1.732 0.935 0.125
H -2.073 1.260 -0.853
C 0.445 -0.285 -0.490
H 2.151 -1.479 -0.164
H -2.213 0.132 0.687
```